1.
One molecule with the formula C9H14NO2P at a distorted geometry, computed with ωB97M-V/def2-TZVPD.

Last column: natural (NBO) charge in e.
Geometry (Å):
C 2.079 -1.379 -0.766  -0.655
C 1.138 -0.364 -0.034  0.086
C 1.836 0.306 1.131  -0.657
C -0.136 -0.288 -0.521  -0.088
C -0.610 -0.893 -1.789  -0.642
C -1.234 0.582 -0.008  -0.020
C -1.090 1.686 1.022  -0.350
C -0.515 2.846 0.894  0.174
O 0.059 3.382 -0.206  -0.656
C -2.427 0.795 -0.891  0.707
O -2.904 1.453 -1.750  -0.562
N -2.632 0.000 0.093  -0.729
P -3.340 -1.206 0.988  0.582
H 3.116 -0.995 -0.599  0.210
H 1.746 -1.290 -1.795  0.224
H 2.000 -2.346 -0.266  0.223
H 1.183 0.881 1.772  0.236
H 2.516 1.027 0.742  0.223
H 2.399 -0.600 1.519  0.220
H -0.155 -0.269 -2.528  0.233
H -1.796 -0.645 -1.885  0.216
H -0.561 -2.002 -1.860  0.231
H -1.483 1.402 1.962  0.217
H -0.392 3.460 1.785  0.184
H -0.009 2.753 -0.872  0.476
H -2.525 -0.789 2.209  -0.035
H -2.315 -2.110 0.540  -0.048

SMILES: CC(C)=C(C)[C@@]1(/C=C\O)C(=O)N1P
relative energy (zero: lowest compared OMol25 entry of this formula, charge and spin): 405.6 kJ/mol
total charge: 0

2.
One molecule with the formula C6H13NO3 at a distorted geometry, computed with ωB97M-V/def2-TZVPD.

Last column: natural (NBO) charge in e.
Geometry (Å):
C 0.910 2.249 1.289  -0.406
N 1.248 1.758 -0.028  -0.667
C 2.366 0.836 -0.179  -0.074
C 1.985 -0.633 -0.038  -0.061
O 1.690 -0.933 1.311  -0.722
C 3.002 1.091 -1.552  -0.394
C 3.232 2.590 -1.758  -0.524
C 1.949 3.391 -1.673  0.836
O 1.901 4.566 -1.372  -0.563
O 0.733 2.852 -2.461  -0.775
H 0.002 2.864 1.226  0.211
H 0.739 1.453 2.031  0.191
H 1.725 2.892 1.656  0.189
H 0.388 1.650 -0.828  0.417
H 3.105 1.088 0.599  0.206
H 1.117 -0.848 -0.687  0.157
H 2.821 -1.258 -0.396  0.158
H 1.567 -1.880 1.405  0.473
H 3.955 0.553 -1.627  0.222
H 2.321 0.720 -2.337  0.184
H 3.898 2.973 -0.974  0.241
H 3.668 2.782 -2.750  0.243
H 1.015 2.082 -2.968  0.460

SMILES: CN[C@@H](CO)CCC(=O)O
relative energy (zero: lowest compared OMol25 entry of this formula, charge and spin): 232.2 kJ/mol
total charge: 0

3.
A 3-piece molecular cluster, C29H44F4N2O11P4 overall at a distorted geometry, computed with ωB97M-V/def2-TZVPD.

Last column: Löwdin charge in e.
Geometry (Å):
C 5.828 -5.760 -2.335  -0.007
C 4.758 -4.839 -1.815  -0.232
N 4.707 -3.624 -2.274  0.195
C 3.736 -2.818 -1.740  -0.175
C 3.656 -1.490 -2.190  0.063
C 2.720 -0.634 -1.699  -0.097
C 2.713 0.770 -2.267  -0.585
F 1.486 1.163 -2.670  0.095
F 3.207 1.684 -1.434  0.151
F 3.487 0.834 -3.380  0.113
C 1.794 -1.093 -0.702  -0.320
P 0.526 -0.015 0.061  0.957
P 1.716 0.856 1.687  0.271
O 3.115 0.968 1.240  -0.326
O 1.104 2.264 2.104  -0.147
O 1.670 -0.117 2.967  -0.165
C 1.843 -2.406 -0.273  -0.154
C 0.845 -2.941 0.743  -0.131
C -0.452 -3.348 0.067  -0.220
C -0.445 -4.358 -0.892  -0.037
C -1.606 -4.729 -1.543  -0.084
C -2.820 -4.111 -1.260  -0.086
C -2.825 -3.128 -0.285  -0.088
C -1.664 -2.746 0.362  -0.065
C 2.833 -3.292 -0.787  -0.145
N 2.872 -4.578 -0.313  0.230
C 3.820 -5.270 -0.823  -0.269
F 3.945 -6.530 -0.392  0.103
H 5.743 -5.870 -3.415  0.089
H 5.836 -6.712 -1.818  0.075
H 6.778 -5.249 -2.163  0.089
H 4.376 -1.168 -2.928  0.133
H 0.232 1.048 -0.800  -0.061
H 1.597 2.584 2.876  0.092
H 2.041 -0.967 2.691  0.065
H 0.647 -2.219 1.534  0.070
H 1.251 -3.823 1.238  0.118
H 0.464 -4.880 -1.162  0.102
H -1.603 -5.498 -2.305  0.102
H -3.718 -4.407 -1.784  0.100
H -3.774 -2.660 -0.048  0.093
H -1.737 -1.969 1.113  0.095
C 1.466 8.166 -6.970  -0.083
C 1.298 8.783 -5.594  -0.280
O 1.356 7.809 -4.549  -0.191
P 2.774 7.109 -4.201  0.490
O 3.680 8.151 -3.684  -0.221
O 2.362 6.291 -2.858  -0.231
C 3.005 6.496 -1.602  -0.278
C 2.198 7.440 -0.737  -0.072
O 2.654 5.846 -5.164  -0.193
C 2.508 4.474 -4.752  -0.246
C 1.055 4.131 -4.530  -0.060
H 2.472 7.759 -7.100  0.070
H 1.300 8.914 -7.747  0.078
H 0.764 7.345 -7.111  0.080
H 2.054 9.555 -5.421  0.112
H 0.320 9.256 -5.518  0.117
H 4.026 6.850 -1.734  0.107
H 3.066 5.517 -1.120  0.117
H 2.027 8.389 -1.247  0.077
H 2.710 7.635 0.206  0.076
H 1.219 7.010 -0.520  0.076
H 3.125 4.249 -3.886  0.113
H 2.898 3.869 -5.572  0.121
H 0.593 4.782 -3.790  0.077
H 0.962 3.099 -4.191  0.063
H 0.487 4.250 -5.454  0.082
C -7.108 -3.331 2.773  -0.079
C -5.707 -2.804 2.522  -0.285
O -5.036 -2.435 3.730  -0.190
P -4.543 -3.590 4.749  0.491
O -3.506 -4.386 4.067  -0.219
O -3.674 -2.688 5.788  -0.231
C -2.288 -2.920 6.028  -0.278
C -1.438 -1.985 5.193  -0.070
O -5.835 -3.654 5.676  -0.193
C -5.924 -3.246 7.052  -0.251
C -6.227 -1.771 7.157  -0.067
H -7.081 -4.281 3.313  0.071
H -7.629 -3.492 1.829  0.079
H -7.679 -2.630 3.380  0.081
H -5.105 -3.539 1.981  0.104
H -5.760 -1.903 1.911  0.117
H -2.025 -3.962 5.851  0.107
H -2.118 -2.723 7.089  0.117
H -1.673 -2.085 4.132  0.068
H -0.377 -2.191 5.338  0.076
H -1.633 -0.948 5.469  0.078
H -5.034 -3.529 7.610  0.114
H -6.750 -3.815 7.481  0.119
H -5.478 -1.169 6.647  0.074
H -6.266 -1.470 8.204  0.082
H -7.188 -1.547 6.692  0.081

SMILES: Cc1nc2cc(C(F)(F)F)c(PP(=O)(O)O)c(Cc3ccccc3)c2nc1F.CCOP(=O)(OCC)OCC.CCOP(=O)(OCC)OCC
total charge: 0

4.
One molecule with the formula C5H6N2O at a distorted geometry, computed with ωB97M-V/def2-TZVPD.

Last column: natural (NBO) charge in e.
Geometry (Å):
C -0.900 -1.441 1.092  -0.232
C 0.373 -2.007 0.988  -0.014
C -0.400 0.631 -0.017  0.413
C -1.203 2.616 -1.320  -0.381
C -0.275 1.734 -0.799  -0.337
N -1.011 -0.194 0.581  -0.216
N 1.275 -1.372 0.387  -0.235
O 2.573 -1.820 0.448  -0.549
H -1.598 -1.903 1.706  0.214
H 0.553 -2.983 1.353  0.192
H -0.788 3.310 -2.004  0.203
H -2.266 2.703 -1.064  0.211
H 0.784 1.801 -1.298  0.254
H 2.884 -1.075 -0.052  0.477

relative energy (zero: lowest compared OMol25 entry of this formula, charge and spin): 525.8 kJ/mol
total charge: 0

5.
One molecule with the formula CH4O4Si at a distorted geometry, computed with ωB97M-V/def2-TZVPD.

Last column: natural (NBO) charge in e.
Geometry (Å):
O 2.677 -0.207 -0.067  -0.497
C 1.686 0.471 -0.182  0.002
Si -0.088 -0.238 -0.044  2.135
O -0.041 -1.766 0.472  -1.098
O -1.033 0.619 0.954  -1.102
O -0.872 -0.062 -1.638  -1.086
H 1.800 1.560 -0.353  0.120
H 0.506 -2.415 0.034  0.518
H -1.073 0.407 1.882  0.514
H -1.664 0.471 -1.617  0.495

SMILES: O=C[Si](O)(O)O
relative energy (zero: lowest compared OMol25 entry of this formula, charge and spin): 0.0 kJ/mol
total charge: 0

6.
C15H22FO4W as an isolated structure, computed with ωB97M-V/def2-TZVPD.

Last column: natural (NBO) charge in e.
Geometry (Å):
W -0.540 -0.435 -0.297  1.854
C 1.446 -2.205 0.996  -0.089
C 0.711 -1.670 2.211  -0.096
O -0.489 -0.945 1.747  -0.559
C -0.974 0.080 2.704  -0.096
C -1.771 1.117 1.930  -0.091
O -1.029 1.279 0.674  -0.560
C -1.006 2.460 -0.189  -0.093
C 0.346 2.388 -0.894  -0.094
O 0.626 0.952 -1.185  -0.539
C 2.057 0.618 -1.427  -0.099
C 2.218 -0.870 -1.158  -0.094
O 1.323 -1.124 -0.003  -0.556
H 1.013 -3.104 0.559  0.231
H 2.498 -2.365 1.230  0.269
H 1.328 -0.958 2.759  0.228
H 0.403 -2.479 2.873  0.265
H -0.094 0.525 3.169  0.227
H -1.583 -0.414 3.460  0.262
H -1.796 2.064 2.471  0.265
H -2.779 0.799 1.668  0.230
H -1.057 3.371 0.408  0.270
H -1.862 2.405 -0.860  0.227
H 1.155 2.734 -0.252  0.232
H 0.345 2.935 -1.835  0.269
H 2.642 1.224 -0.737  0.233
H 2.301 0.871 -2.458  0.271
H 3.249 -1.090 -0.878  0.271
H 1.897 -1.520 -1.970  0.236
F -5.660 -1.149 1.826  -0.246
C -4.686 -1.169 0.950  0.486
C -4.627 -0.141 0.000  -0.251
C -3.603 -0.151 -0.921  -0.132
C -2.652 -1.200 -0.922  -0.232
C -1.522 -1.247 -1.890  -0.782
C -2.755 -2.224 0.048  -0.146
C -3.759 -2.207 0.999  -0.251
H -5.406 0.611 -0.017  0.287
H -3.573 0.603 -1.701  0.253
H -1.602 -0.578 -2.750  0.303
H -1.222 -2.258 -2.185  0.301
H -2.107 -3.095 -0.011  0.253
H -3.885 -3.001 1.723  0.283

relative energy (zero: lowest compared OMol25 entry of this formula, charge and spin): 20.1 kJ/mol
total charge: +3

7.
A 2-piece molecular cluster, C4H12 overall at a distorted geometry, computed with ωB97M-V/def2-TZVPD.

Last column: natural (NBO) charge in e.
Geometry (Å):
C 1.393 -1.523 0.675  -0.609
C 2.491 -0.421 0.493  -0.609
H 1.705 -2.136 1.510  0.205
H 0.486 -0.953 0.827  0.207
H 1.315 -2.070 -0.250  0.202
H 2.502 -0.107 -0.560  0.198
H 3.517 -0.774 0.593  0.204
H 2.228 0.441 1.100  0.202
C -2.609 1.274 -0.405  -0.617
C -1.271 0.653 -0.765  -0.609
H -3.026 0.702 0.404  0.201
H -2.413 2.213 0.106  0.208
H -3.388 1.264 -1.157  0.211
H -0.955 0.924 -1.744  0.202
H -1.284 -0.437 -0.834  0.202
H -0.455 0.976 -0.136  0.203

SMILES: CC.CC
relative energy (zero: lowest compared OMol25 entry of this formula, charge and spin): 46.3 kJ/mol
total charge: 0

8.
C61H54N3OP2PbS3 as an isolated structure at a distorted geometry, computed with ωB97M-V/def2-TZVPD.

Last column: Löwdin charge in e.
Geometry (Å):
Pb 0.485 1.154 0.642  1.099
C -1.917 6.368 -0.107  -0.417
S -3.035 4.977 0.262  0.757
C -1.856 3.685 0.559  -0.927
S -1.901 2.283 -0.607  0.683
N -0.899 3.990 1.374  -0.092
N 0.152 3.214 1.577  -0.244
C 1.095 3.644 2.490  -0.175
C 2.178 2.854 2.755  -0.336
C 3.199 3.216 3.705  -0.077
C 4.243 2.390 3.949  -0.130
C 4.312 1.124 3.284  -0.138
C 3.321 0.809 2.398  -0.248
N 2.290 1.620 2.091  -0.108
H -2.504 7.285 -0.097  0.016
H -1.469 6.220 -1.089  0.016
H -1.155 6.388 0.667  0.014
H 0.957 4.594 2.994  0.094
H 3.105 4.168 4.215  0.096
H 5.026 2.686 4.637  0.084
H 5.115 0.426 3.482  0.078
H 3.321 -0.153 1.890  0.107
O 1.347 -1.771 -0.839  -0.536
S -0.069 -1.296 -0.897  0.770
C -1.150 -2.746 -0.834  -0.273
C -1.366 -3.491 -1.976  -0.067
C -2.379 -4.455 -2.077  -0.011
C -3.171 -4.674 -0.984  -0.152
C -4.371 -5.567 -0.795  -0.104
C -4.723 -5.445 0.708  -0.105
C -3.781 -4.392 1.235  -0.162
C -3.659 -3.835 2.476  -0.011
C -2.655 -2.878 2.674  -0.057
C -1.790 -2.441 1.682  -0.284
P -0.571 -1.152 2.147  1.000
C 0.747 -2.136 2.948  -0.350
C 1.625 -1.485 3.817  -0.124
C 2.660 -2.175 4.422  -0.080
C 2.849 -3.523 4.150  -0.099
C 2.011 -4.166 3.251  -0.094
C 0.967 -3.479 2.649  -0.079
C -1.295 -0.316 3.624  -0.352
C -1.138 -0.785 4.930  -0.116
C -1.661 -0.068 5.995  -0.092
C -2.322 1.133 5.780  -0.093
C -2.495 1.596 4.486  -0.066
C -1.993 0.872 3.414  -0.100
C -1.905 -2.992 0.360  -0.134
C -2.908 -3.982 0.213  -0.089
C -0.309 -0.777 -2.621  -0.277
C -1.584 -0.819 -3.143  -0.079
C -1.861 -0.610 -4.504  0.001
C -0.808 -0.423 -5.356  -0.152
C -0.744 -0.266 -6.855  -0.105
C 0.765 -0.102 -7.174  -0.107
C 1.445 -0.089 -5.827  -0.159
C 2.753 0.094 -5.472  -0.015
C 3.061 0.179 -4.105  -0.069
C 2.129 -0.001 -3.097  -0.273
P 2.548 0.649 -1.435  1.015
C 2.879 2.399 -1.945  -0.336
C 4.099 2.920 -2.371  -0.105
C 4.221 4.266 -2.680  -0.089
C 3.131 5.117 -2.567  -0.093
C 1.901 4.606 -2.183  -0.067
C 1.779 3.258 -1.884  -0.102
C 4.210 0.019 -1.066  -0.362
C 5.099 0.797 -0.322  -0.118
C 6.321 0.278 0.071  -0.084
C 6.660 -1.028 -0.254  -0.098
C 5.771 -1.813 -0.975  -0.089
C 4.549 -1.297 -1.375  -0.089
C 0.791 -0.371 -3.440  -0.112
C 0.488 -0.308 -4.820  -0.084
H -0.741 -3.303 -2.839  0.119
H -2.537 -4.987 -3.007  0.113
H -4.161 -6.598 -1.085  0.114
H -5.193 -5.214 -1.422  0.119
H -4.571 -6.392 1.231  0.116
H -5.762 -5.153 0.865  0.116
H -4.310 -4.121 3.294  0.114
H -2.551 -2.454 3.662  0.095
H 1.483 -0.432 4.030  0.108
H 3.316 -1.658 5.111  0.104
H 3.653 -4.071 4.626  0.094
H 2.175 -5.212 3.020  0.096
H 0.319 -3.985 1.943  0.100
H -0.609 -1.711 5.120  0.104
H -1.543 -0.451 7.002  0.096
H -2.702 1.699 6.622  0.096
H -3.010 2.531 4.296  0.107
H -2.180 1.192 2.384  0.050
H -2.402 -1.046 -2.475  0.085
H -2.886 -0.642 -4.851  0.117
H -1.314 0.609 -7.173  0.117
H -1.169 -1.131 -7.366  0.113
H 0.966 0.819 -7.724  0.115
H 1.137 -0.928 -7.784  0.114
H 3.535 0.227 -6.211  0.110
H 4.076 0.420 -3.814  0.103
H 4.968 2.280 -2.448  0.097
H 5.178 4.662 -3.000  0.097
H 3.239 6.175 -2.771  0.097
H 1.037 5.252 -2.097  0.101
H 0.810 2.869 -1.588  0.041
H 4.832 1.810 -0.049  0.110
H 7.006 0.894 0.638  0.104
H 7.613 -1.436 0.060  0.095
H 6.028 -2.836 -1.221  0.097
H 3.838 -1.907 -1.920  0.101
C -4.762 -0.220 0.998  -0.068
C -4.245 0.794 -0.033  -0.693
C -4.960 2.125 0.180  -0.104
C -4.606 0.276 -1.438  -0.084
C -2.727 0.901 0.159  -0.540
H -5.854 -0.305 0.949  0.076
H -4.479 0.083 2.007  0.073
H -4.333 -1.209 0.811  0.061
H -6.042 1.980 0.088  0.076
H -4.652 2.856 -0.567  0.033
H -4.747 2.536 1.170  0.076
H -5.692 0.234 -1.589  0.072
H -4.211 -0.734 -1.578  0.057
H -4.177 0.938 -2.196  0.073
H -2.243 0.005 -0.251  -0.031

relative energy (zero: lowest compared OMol25 entry of this formula, charge and spin): 212.2 kJ/mol
total charge: -1

How do the records compare in gap between HOMO and LUMO? In the order shown, they have 9.01; 9.18; 8.02; 6.93; 9.93; 8.07; 12.70; 4.05 eV.
How do the records compare in LUMO? In the order shown, they have 0.58; 0.61; -0.77; -0.04; 0.31; -10.98; 1.16; 1.85 eV.
How do the records compare in E? In the order shown, they have -24429.4076; -14064.2226; -104321.2690; -10304.1538; -17172.6779; -28613.2099; -4342.0482; -126980.4142 eV.